A structure of composition C37H36Cl4MoN3O4S in a non-equilibrium geometry. Source: the Open Molecules 2025 dataset; level of theory: ωB97M-V/def2-TZVPD.

## Properties
- total charge = +1
- E_HOMO (alpha / beta) (eV) = -9.3 / -9.3
- orbital gap (alpha / beta) (hartree) = 0.2357 / 0.2390
- E_LUMO (alpha / beta) (eV) = -2.91 / -2.84

Each line ends with the Löwdin charge.
Element x y z (Å)
Mo: 0.5602 -0.4754 -0.7654  1.731
C: -0.8766 0.6337 3.5592  0.008
C: -0.9341 0.1847 2.1172  -0.336
O: 0.1026 -0.2823 1.5959  -0.032
C: -2.1919 0.3006 1.4227  -0.090
C: -3.4052 0.5349 2.0981  -0.019
C: -4.5926 0.6390 1.4204  -0.070
C: -4.6284 0.5446 0.0232  -0.052
C: -3.4680 0.3214 -0.6804  0.004
C: -2.2441 0.1811 -0.0054  -0.272
O: -1.1422 -0.0471 -0.6652  -0.257
H: 0.1600 0.7052 3.8794  0.096
H: -1.3859 -0.0915 4.1923  0.094
H: -1.3710 1.5934 3.6879  0.089
H: -3.4080 0.5967 3.1738  0.113
H: -5.5076 0.7751 1.9746  0.108
H: -5.5733 0.6265 -0.4911  0.112
H: -3.4583 0.2018 -1.7567  0.125
Cl: 5.8112 3.5352 1.0936  0.682
C: 4.8183 2.2134 0.6078  -0.707
C: 5.3994 0.9843 0.3050  -0.715
Cl: 7.0984 0.7859 0.4373  0.685
C: 4.5994 -0.0919 -0.0977  -0.612
Cl: 5.3020 -1.6181 -0.4460  0.731
C: 3.2289 0.0892 -0.2299  -0.324
O: 2.3338 -0.8068 -0.6089  -0.236
C: 2.6187 1.3513 0.0427  -0.375
O: 1.3441 1.4008 -0.1879  -0.213
C: 3.4409 2.3874 0.5017  -0.591
Cl: 2.7707 3.9043 0.9628  0.750
C: 1.4229 -5.3732 3.6338  -0.033
C: 0.1344 -4.6438 3.2424  -0.559
C: -1.0909 -5.3502 3.8347  -0.038
C: 0.1852 -3.2254 3.8127  -0.059
C: 0.0488 -4.6506 1.7288  -0.162
C: -0.1148 -5.8626 1.0426  -0.019
C: -0.2243 -5.9240 -0.3318  -0.061
C: -0.1560 -4.7395 -1.0475  -0.439
S: -0.2936 -4.4589 -2.7656  1.163
C: -0.0332 -2.7636 -2.4916  -0.477
N: 0.1382 -2.4229 -1.2084  -0.087
C: 0.0609 -3.5212 -0.3874  -0.271
C: 0.1605 -3.4830 0.9974  0.052
C: 0.1042 -1.7262 -3.4588  -0.248
C: -0.1146 -1.8842 -4.8306  -0.034
C: 0.0774 -0.8093 -5.6723  -0.074
C: 0.4843 0.4115 -5.1478  -0.073
C: 0.6783 0.5575 -3.7802  -0.094
C: 0.5034 -0.4894 -2.8880  -0.163
H: 1.5310 -5.3953 4.7140  0.088
H: 2.2797 -4.8571 3.2074  0.094
H: 1.4246 -6.3931 3.2620  0.081
H: -1.0804 -5.2565 4.9173  0.086
H: -1.1079 -6.4062 3.5848  0.078
H: -2.0058 -4.8954 3.4614  0.091
H: 0.2535 -3.2761 4.8968  0.090
H: -0.7103 -2.6677 3.5467  0.080
H: 1.0568 -2.6860 3.4520  0.088
H: -0.1492 -6.7868 1.5962  0.114
H: -0.3548 -6.8686 -0.8357  0.114
H: 0.3274 -2.5247 1.4661  0.080
H: -0.4409 -2.8422 -5.2082  0.104
H: -0.0911 -0.9154 -6.7330  0.107
H: 0.6423 1.2524 -5.8075  0.102
H: 0.9652 1.5220 -3.3847  0.074
C: -1.4485 5.4062 -2.2834  -0.060
C: -1.4386 3.8578 -2.3415  -0.131
N: -0.4010 3.3470 -1.4798  -0.150
C: 0.8689 3.9441 -1.8343  -0.155
C: 0.8592 5.4506 -1.4935  -0.073
N: -0.5451 5.8185 -1.1771  -0.092
C: -0.9421 5.1566 0.0914  -0.056
C: -0.7109 3.6337 -0.0964  -0.142
H: -2.4496 5.8000 -2.1012  0.136
H: -1.0733 5.8357 -3.2127  0.137
H: -1.2536 3.5132 -3.3600  0.129
H: -2.3911 3.4441 -2.0129  0.127
H: 1.0580 3.7780 -2.8948  0.127
H: 1.6471 3.4387 -1.2705  0.069
H: 1.2178 6.0605 -2.3226  0.139
H: 1.4812 5.6483 -0.6173  0.094
H: -0.6048 6.8327 -1.0693  0.195
H: -1.9878 5.3911 0.2983  0.137
H: -0.3287 5.5587 0.8996  0.136
H: -1.5998 3.0693 0.1927  0.124
H: 0.1300 3.2931 0.5082  0.083

A structure of composition C6H13N in a non-equilibrium geometry. Source: the Open Molecules 2025 dataset; level of theory: ωB97M-V/def2-TZVPD.

## Properties
- energy relative to the best compared isomer or geometry (same formula, charge and spin) (kJ/mol) = 304.0
- E_HOMO (eV) = -7.9
- orbital gap (hartree) = 0.3238
- E_LUMO (eV) = 0.96

Each line ends with the Löwdin charge.
Element x y z (Å)
C: 1.5456 0.6259 -1.5414  -0.100
C: 1.9759 -0.3887 -0.4778  -0.254
C: 1.1432 -0.4610 0.7974  -0.211
N: -1.0295 1.5357 0.7407  0.055
C: -1.2886 0.2858 0.6404  -0.515
C: -0.3029 -0.8334 0.5827  -0.090
C: -2.7122 -0.1660 0.3072  -0.039
H: 0.7303 1.2620 -1.1916  0.055
H: 1.1424 0.1195 -2.4173  0.072
H: 2.3050 1.3684 -1.7362  0.067
H: 3.0051 -0.1805 -0.2025  0.098
H: 2.0147 -1.3728 -0.9336  0.098
H: 1.5794 -0.9775 1.6516  0.111
H: 1.1414 0.5528 1.2170  0.101
H: -0.8061 1.8472 1.6785  0.059
H: -0.6364 -0.3545 -0.4390  0.143
H: -0.6838 -1.8380 0.6641  0.121
H: -3.4768 0.5712 0.4875  0.074
H: -2.7373 -0.5321 -0.7184  0.080
H: -2.9093 -1.0643 0.8905  0.075

Which formula does entry 2 have?
C6H13N